DFT (wB97M-V/def2-TZVPD) results for a cluster of 3 separate species, C15H19F17NO6P in total.

Last column: Mulliken charge in e.
Geometry (Å):
F -3.509 -1.988 -7.839  -0.25
H 0.283 -2.513 1.762  0.37
H -0.728 3.132 -2.588  0.23
C 4.654 -3.816 6.783  0.20
H -2.335 -1.920 -6.220  0.23
F -1.119 1.909 -6.067  -0.28
C 0.053 0.980 -0.093  0.19
F 5.353 1.472 6.287  -0.27
C -2.747 -0.980 0.953  -0.73
F -1.543 3.850 -7.870  -0.26
O -3.267 0.413 -5.216  -0.39
F 2.794 1.046 5.697  -0.32
C 2.953 -1.188 5.107  -0.70
F 5.186 -2.754 7.411  -0.22
F 5.923 -0.525 5.620  -0.23
C 0.359 -0.440 1.747  0.52
C 3.599 -0.034 5.897  0.98
C -2.849 -1.253 -6.916  0.21
H -0.448 0.218 -0.678  0.38
F 1.375 0.948 -0.376  -0.34
C 4.995 0.441 5.484  0.05
H -1.911 -1.748 2.807  0.38
H -3.150 2.100 -4.194  0.39
O -1.930 2.784 0.226  -0.52
O -0.182 0.766 1.270  -0.20
F -2.002 3.728 -5.250  -0.35
H -0.265 -1.809 0.260  0.30
F -4.650 -1.262 -5.482  -0.30
C -2.262 2.621 -6.010  0.98
O 2.965 -2.499 5.669  -0.41
H 1.895 -0.940 5.096  0.27
P -0.573 2.653 -0.547  0.68
O -1.035 2.397 -2.042  -0.27
C -3.333 1.832 -5.234  -0.74
H 3.259 -1.190 4.064  0.46
F 4.865 -3.013 4.544  -0.29
H -3.466 -0.535 1.622  0.27
C -3.866 -0.392 -6.157  0.82
H -3.459 3.864 -7.328  0.29
H -2.232 -0.183 0.447  -0.01
F 5.649 -4.690 6.502  -0.26
F 3.571 -0.307 7.221  -0.29
H 0.729 4.279 -1.117  0.23
C -1.771 -1.858 1.742  -0.47
C -0.307 -1.725 1.340  -0.66
F -1.939 -0.492 -7.548  -0.22
C 3.973 -3.409 5.471  0.83
H -3.272 -1.560 0.214  0.32
F 3.392 -4.537 4.998  -0.31
C -2.614 3.173 -7.395  0.04
H -1.803 3.290 1.039  0.34
H 3.929 -4.294 7.445  0.23
H -4.340 2.185 -5.456  0.34
N 0.443 3.774 -0.293  -0.81
H -2.036 -2.880 1.515  0.36
F -2.907 2.195 -8.270  -0.23
F -4.670 0.293 -6.992  -0.29
O 1.334 -0.404 2.486  -0.57
H 4.987 0.793 4.449  0.30

Output
HOMO = -9.84 eV
Maximum force = 0.051 Eh/bohr
Net charge = 0
DFT total energy = -3128.29470 Eh
Frontier orbital gap = 9.98 eV

DFT (wB97M-V/def2-TZVPD) results for an isolated molecule of C15H19FN2O.

Last column: Mulliken charge in e.
Geometry (Å):
H -4.196 -2.446 -0.406  0.26
H 0.993 -2.642 -1.834  0.45
C 4.004 1.959 0.681  -0.44
H -5.774 -1.718 -0.058  0.36
C -1.700 2.368 0.257  -1.49
C 4.031 0.654 1.132  -0.57
H 2.306 -2.791 -0.647  0.35
C -1.689 -0.846 0.878  -0.91
H 4.538 2.727 1.217  0.39
H -1.237 2.524 -0.718  0.28
H 0.133 -2.990 0.483  0.48
H 3.262 3.276 -0.836  0.39
C 3.351 -0.335 0.444  0.58
C 1.468 -2.167 -0.972  -0.85
H -0.932 2.019 0.943  0.31
F 3.443 -1.597 0.942  -0.33
H 4.584 0.374 2.016  0.42
C 2.610 -0.056 -0.705  0.35
C 2.605 1.273 -1.140  -0.35
O 1.920 -0.923 -1.485  -0.48
C -4.147 -0.387 0.134  0.27
H -2.077 -1.772 1.305  0.37
C 3.290 2.262 -0.467  -0.65
H 2.045 1.495 -2.035  0.44
C -2.823 0.012 0.428  0.93
C 0.451 -1.998 0.158  -0.52
H -1.122 -0.327 1.656  0.39
H -4.664 -2.116 1.264  0.32
H -4.382 2.605 -0.515  0.18
N -4.866 0.646 -0.267  -1.04
C -2.796 1.369 0.166  -0.13
H -1.305 -1.716 -1.058  0.25
C -4.730 -1.751 0.240  -1.16
H -2.081 3.325 0.610  0.47
C -0.752 -1.173 -0.289  -0.24
N -4.043 1.696 -0.245  0.35
H -0.400 -0.239 -0.733  0.30
H 0.929 -1.508 1.009  0.27

Output
HOMO = -8.57 eV
Maximum force = 0.015 Eh/bohr
Net charge = 0
DFT total energy = -867.58707 Eh
Frontier orbital gap = 9.38 eV

DFT (wB97M-V/def2-TZVPD) results for a cluster of 2 separate species, C15H19FN4O2 in total.

Last column: Mulliken charge in e.
Geometry (Å):
H -2.978 1.025 1.234  0.40
H -3.662 1.862 -3.440  0.30
N -1.327 3.229 0.455  -0.13
C 0.678 -2.761 -1.750  0.12
H -1.661 -0.115 0.971  0.34
C 1.436 -1.863 0.372  -0.32
H -4.447 4.448 0.555  0.31
H -1.909 3.477 -1.845  0.29
N 5.026 -3.295 2.964  -0.09
C -2.349 4.069 0.628  0.63
H 5.799 -3.755 3.441  0.19
C 4.385 -2.153 3.400  -0.31
H 4.631 -1.603 4.304  0.43
H -2.927 3.405 -3.934  0.35
O -2.133 0.363 -1.693  -0.68
F -0.199 -2.759 -2.779  -0.30
H -0.273 1.540 -0.029  0.33
H -0.296 -1.159 -0.721  0.35
H 4.677 -4.559 1.180  0.36
C 0.532 -1.858 -0.697  -0.12
H 3.454 -4.402 -0.684  0.21
C -3.788 3.585 0.639  -0.97
C 2.504 -2.777 0.405  0.54
C -1.326 1.813 0.053  0.23
H -1.452 1.204 2.135  0.36
C 4.429 -3.695 1.787  -0.58
N 3.430 -1.826 2.563  -0.52
H -2.043 1.875 -4.162  0.29
C -2.726 2.421 -3.508  -0.96
O -2.122 5.258 0.777  -0.66
H -3.983 2.909 -0.188  0.32
N -2.137 2.552 -2.177  -0.13
C 2.643 -3.682 -0.665  -0.58
C -1.896 0.930 1.177  -1.39
C 3.438 -2.778 1.544  0.20
H 1.846 -4.367 -2.555  0.42
H 1.305 -1.157 1.187  0.51
C -1.906 1.519 -1.353  0.32
C 1.737 -3.670 -1.732  -0.56
H -3.985 3.083 1.583  0.28
H -0.424 3.666 0.557  0.21

Output
HOMO = -8.07 eV
Energy relative to the best compared isomer or geometry (same formula, charge and spin) = 0.00 kcal per mole
Maximum force = 0.038 Eh/bohr
Net charge = 0
DFT total energy = -1052.39722 Eh
Frontier orbital gap = 8.77 eV